No. 1
127
Properties=species:S:1:pos:R:3:mulliken_charge:R:1 method="wB97M-V/def2-TZVPD" charge=+1 gap_ev=8.52 e_homo_ev=-12.013
C 3.64 -2.16 3.61 -0.75
C 3.68 -0.91 4.48 -0.22
O 4.17 0.30 3.86 -0.41
N 3.96 0.36 2.50 0.42
C 2.72 0.77 2.15 0.73
N 1.79 1.11 3.03 -0.46
C 0.71 1.46 2.32 0.09
P -0.90 2.12 3.08 0.27
O -0.34 2.42 4.56 -0.46
O -1.65 0.67 3.28 -0.23
N 0.94 1.33 1.02 -0.16
C -0.06 1.63 -0.02 -1.33
C -1.27 0.67 -0.07 0.60
O -2.34 1.18 0.16 -0.65
N -1.11 -0.65 -0.44 0.80
C -2.41 -1.34 -0.39 -0.62
C -0.14 -1.44 0.36 0.50
N 2.24 0.88 0.85 0.48
P 2.80 0.65 -0.79 0.18
O 1.89 -0.23 -1.53 -0.14
P 5.46 -0.05 1.64 -0.42
O 5.03 -1.17 0.53 0.10
O 5.76 1.28 0.75 -0.38
H 3.07 -2.05 2.69 0.17
H 3.21 -2.95 4.21 0.46
H 4.67 -2.48 3.40 0.11
H 4.32 -1.11 5.33 0.32
H 2.68 -0.70 4.88 0.25
H -0.62 1.74 5.20 0.33
H -1.09 -0.08 3.07 0.27
H -0.48 2.60 0.24 0.45
H 0.38 1.71 -1.01 0.50
H -2.26 -2.37 -0.68 0.40
H -2.78 -1.36 0.64 0.54
H -3.15 -0.92 -1.06 -0.40
H 0.65 -1.82 -0.28 -0.10
H -0.68 -2.32 0.74 -0.68
H 0.27 -0.91 1.22 0.18
H 2.78 1.96 -1.29 0.08
H 4.12 0.20 -0.71 0.06
H 4.93 -2.03 0.97 0.20
H 5.04 1.92 0.70 0.34
C -4.98 -1.61 -3.97 0.13
Cl -5.65 -0.44 -5.11 0.03
Cl -5.81 -3.15 -4.15 -0.07
Cl -3.25 -1.82 -4.25 0.10
Cl -5.19 -1.01 -2.32 -0.18
C -0.30 0.79 -5.00 0.14
Cl 0.86 2.12 -4.96 -0.11
Cl -0.64 0.24 -3.36 0.04
Cl -1.80 1.32 -5.76 -0.05
Cl 0.39 -0.55 -5.93 -0.10
C 3.50 -3.39 -2.61 -0.02
Cl 3.26 -5.05 -3.15 -0.08
Cl 2.70 -2.28 -3.72 0.06
Cl 2.81 -3.21 -0.98 -0.03
Cl 5.23 -3.03 -2.54 -0.04
C -8.13 2.74 -5.32 0.31
Cl -7.12 3.97 -4.56 -0.03
Cl -7.20 1.91 -6.58 -0.12
Cl -8.65 1.56 -4.11 -0.07
Cl -9.54 3.51 -6.04 -0.10
C 5.82 -4.17 6.94 0.36
Cl 5.70 -5.67 7.86 -0.09
Cl 6.23 -4.54 5.26 -0.09
Cl 4.27 -3.32 6.98 -0.11
Cl 7.07 -3.14 7.64 -0.08
C -8.64 7.02 -2.11 0.18
Cl -6.89 7.17 -2.37 0.03
Cl -8.95 6.30 -0.53 -0.11
Cl -9.36 8.62 -2.20 -0.05
Cl -9.30 5.99 -3.37 -0.02
C -3.03 -5.01 1.57 0.23
Cl -3.04 -6.75 1.33 -0.09
Cl -3.78 -4.22 0.18 0.00
Cl -3.91 -4.59 3.04 -0.08
Cl -1.34 -4.46 1.73 -0.14
C 9.57 1.54 -1.01 0.16
Cl 8.55 0.25 -0.35 0.06
Cl 11.07 0.84 -1.62 -0.09
Cl 8.69 2.30 -2.34 -0.02
Cl 9.92 2.73 0.24 -0.10
C 9.15 -3.86 -0.28 0.20
Cl 8.92 -5.44 0.46 -0.09
Cl 9.52 -4.05 -1.99 -0.10
Cl 7.65 -2.92 -0.12 -0.02
Cl 10.46 -3.01 0.52 -0.10
C -9.35 -4.20 -1.84 0.29
Cl -10.15 -3.80 -3.35 -0.10
Cl -8.73 -5.86 -1.93 -0.10
Cl -7.99 -3.09 -1.58 0.01
Cl -10.49 -4.07 -0.50 -0.10
C 6.13 2.12 -5.81 0.25
Cl 6.14 2.11 -7.56 -0.09
Cl 7.00 0.71 -5.21 -0.06
Cl 6.89 3.59 -5.21 -0.10
Cl 4.45 2.05 -5.23 -0.01
C -4.23 1.72 6.11 0.35
Cl -5.15 0.31 5.59 -0.09
Cl -5.22 2.74 7.13 -0.04
Cl -2.80 1.18 7.03 -0.15
Cl -3.68 2.62 4.69 -0.10
C -9.52 11.03 -5.79 0.31
Cl -9.63 10.97 -7.55 -0.10
Cl -8.54 9.69 -5.20 -0.02
Cl -8.78 12.56 -5.30 -0.10
Cl -11.14 10.92 -5.09 -0.10
C 12.31 -8.07 1.77 0.33
Cl 14.07 -8.10 1.69 -0.09
Cl 11.78 -8.89 3.24 -0.10
Cl 11.74 -6.39 1.80 -0.04
Cl 11.63 -8.88 0.36 -0.10
C -1.45 -5.56 -4.52 0.14
Cl -1.31 -7.31 -4.66 -0.10
Cl -2.10 -4.89 -6.01 -0.07
Cl -2.53 -5.17 -3.17 0.01
Cl 0.14 -4.86 -4.20 0.03
C -6.04 2.07 11.13 0.35
Cl -6.76 0.74 12.03 -0.09
Cl -4.67 1.48 10.18 -0.07
Cl -7.25 2.76 10.04 -0.11
Cl -5.48 3.32 12.24 -0.09
C -2.76 7.22 -1.91 0.34
Cl -3.42 5.82 -1.07 -0.08
Cl -1.27 6.75 -2.76 -0.11
Cl -3.92 7.81 -3.10 -0.08
Cl -2.39 8.50 -0.75 -0.09

=====

No. 2
16
Properties=species:S:1:pos:R:3:mulliken_charge:R:1 method="wB97M-V/def2-TZVPD" gap_ev="8.09 / 8.56" relative_energy_kcal_mol=77.5 e_homo_ev="-7.531 / -7.820"
C -1.23 -0.20 -0.43 -0.80
C -0.11 -0.95 0.37 0.18
C 0.72 -1.49 -0.69 -0.98
C -0.41 0.91 -0.89 -0.50
C 0.42 1.46 0.21 -0.34
C 0.52 0.25 1.17 -0.82
H -2.02 0.03 0.30 0.28
H -1.67 -0.79 -1.24 0.34
H -0.42 -1.71 1.11 0.39
H 0.56 -1.24 -1.72 0.30
H 1.40 -2.32 -0.49 0.31
H -0.57 1.43 -1.83 0.40
H -0.06 2.29 0.74 0.24
H 1.38 1.85 -0.16 0.32
H -0.07 0.42 2.08 0.35
H 1.55 0.05 1.47 0.33

=====

No. 3
71
Properties=species:S:1:pos:R:3:mulliken_charge:R:1 method="wB97M-V/def2-TZVPD" spin_multiplicity=6 s2=8.788 gap_ev="7.87 / 5.80" e_homo_ev="-7.613 / -8.025"
Ir 0.50 -0.23 -0.94 2.36
O -0.64 1.27 -4.55 -0.70
C -0.42 1.03 -3.38 0.49
O 0.64 0.47 -2.90 -0.87
C -1.48 1.41 -2.35 0.53
C -2.15 2.61 -2.53 -0.89
C -3.02 3.03 -1.55 -0.63
C -3.27 2.19 -0.48 -0.94
C -2.62 0.97 -0.40 0.20
N -1.68 0.61 -1.29 -0.10
C -3.13 0.02 0.68 1.03
O -3.48 0.67 1.82 -0.54
O -1.11 -1.36 1.13 0.33
H -1.92 3.19 -3.41 0.48
H -3.52 3.98 -1.62 0.46
H -3.98 2.46 0.28 0.47
C -2.49 -1.37 0.91 -1.60
N -0.65 -1.52 2.48 -0.27
C -1.33 -0.68 3.46 -1.41
C 0.75 -1.49 2.52 0.40
C 1.32 -1.30 3.80 -0.70
C 2.67 -1.21 4.00 -0.76
C 3.54 -1.28 2.91 -1.13
C 3.01 -1.53 1.67 0.14
C 1.63 -1.69 1.45 0.24
N 1.20 -1.92 0.13 0.14
C 1.82 -2.88 -0.63 0.05
C 2.82 -3.76 -0.17 -0.76
C 3.48 -4.59 -1.05 -0.85
C 3.17 -4.57 -2.41 -0.82
C 2.11 -3.79 -2.87 -0.50
C 1.40 -3.00 -1.99 0.44
N 0.18 -2.34 -2.33 1.05
C -0.95 -3.06 -1.74 -1.36
C -0.05 -2.15 -3.77 -1.68
H -3.04 -1.86 1.72 0.27
H -2.63 -1.95 0.00 0.44
H -4.14 -0.31 0.32 0.45
H -1.46 -1.25 4.38 0.45
H -2.32 -0.42 3.10 0.49
H -0.77 0.24 3.66 0.31
H 0.67 -1.23 4.66 0.45
H 3.05 -1.05 5.00 0.40
H 4.61 -1.14 3.03 0.42
H 3.66 -1.55 0.81 0.66
H 3.06 -3.79 0.88 0.58
H 4.26 -5.24 -0.68 0.39
H 3.72 -5.19 -3.10 0.41
H 1.83 -3.85 -3.91 0.44
H -1.01 -4.08 -2.14 0.39
H -1.87 -2.52 -2.01 0.47
H -0.85 -3.09 -0.66 0.21
H -0.23 -3.11 -4.26 0.45
H 0.80 -1.63 -4.22 0.45
H -0.93 -1.53 -3.90 0.40
O 2.76 3.87 -0.92 -0.72
S 1.38 3.50 -1.02 1.18
O 0.70 3.65 -2.28 -0.60
N 1.13 2.00 -0.41 -0.60
C 0.44 2.03 0.74 0.18
O 0.10 0.99 1.31 0.01
C 0.01 3.40 1.16 0.15
C -0.79 3.77 2.23 -0.28
C -1.11 5.12 2.35 -0.69
C -0.65 6.05 1.43 -0.49
C 0.14 5.67 0.35 -0.76
C 0.45 4.33 0.25 0.12
H -1.15 3.03 2.93 0.38
H -1.73 5.45 3.17 0.42
H -0.92 7.09 1.55 0.41
H 0.49 6.39 -0.38 0.48

=====

No. 4
79
Properties=species:S:1:pos:R:3:mulliken_charge:R:1 method="wB97M-V/def2-TZVPD" charge=+1 gap_ev=7.98 e_homo_ev=-11.158
N 0.61 -2.56 2.43 -0.49
C 0.24 -1.33 2.05 0.58
N -1.06 -1.19 1.56 -0.07
C -1.16 -1.55 0.13 -0.56
C -2.58 -1.19 -0.38 -0.02
C -3.08 0.10 0.24 0.30
O -3.83 0.10 1.12 -0.50
O -2.64 1.29 -0.28 -0.43
N 1.00 -0.28 2.17 0.00
C 0.59 1.07 1.77 -0.88
C 0.90 1.25 0.25 0.05
O 1.59 2.46 -0.02 -0.39
C 0.76 3.53 -0.01 0.11
O 1.14 4.56 0.33 -0.36
P 2.63 -0.39 2.85 0.39
O 3.09 0.87 3.41 -0.56
H 0.15 -3.21 1.80 0.43
H 1.62 -2.75 2.33 0.13
H -1.67 -1.82 2.07 0.37
H -1.05 -2.62 -0.06 0.28
H -0.45 -1.02 -0.50 0.16
H -3.28 -1.94 -0.03 0.43
H -2.61 -1.12 -1.46 0.05
H -2.23 1.79 0.43 0.27
H -0.45 1.26 2.01 0.46
H 1.19 1.82 2.28 0.52
H 0.00 1.21 -0.36 -0.13
H 1.52 0.42 -0.10 0.42
H -0.27 3.42 -0.36 0.33
H 2.53 -1.35 3.87 0.12
H 3.46 -0.93 1.85 0.06
O 2.63 9.54 4.11 -0.56
C 2.52 8.44 3.65 0.44
O 1.89 8.18 2.48 -0.35
C 1.81 6.76 2.26 -0.27
C 2.93 6.17 3.11 -0.35
C 2.98 7.14 4.28 -0.40
H 0.82 6.41 2.57 0.20
H 1.95 6.55 1.20 0.29
H 2.74 5.14 3.40 0.20
H 3.87 6.20 2.56 0.29
H 2.29 6.87 5.08 0.26
H 3.99 7.25 4.68 0.29
O 3.41 -3.17 2.57 -0.68
C 4.19 -3.99 2.11 0.39
O 4.89 -3.76 1.00 -0.35
C 5.65 -4.93 0.64 -0.44
C 5.78 -5.72 1.93 -0.51
C 4.49 -5.36 2.65 -0.38
H 5.09 -5.48 -0.13 0.27
H 6.61 -4.63 0.23 0.32
H 5.93 -6.78 1.77 0.34
H 6.63 -5.34 2.50 0.28
H 3.67 -6.03 2.38 0.29
H 4.61 -5.34 3.73 0.32
O -3.67 -4.49 -3.25 -0.58
C -4.55 -3.67 -3.32 0.46
O -4.73 -2.71 -2.38 -0.29
C -5.92 -1.95 -2.68 -0.40
C -6.15 -2.16 -4.17 -0.49
C -5.61 -3.56 -4.39 -0.41
H -6.74 -2.34 -2.07 0.30
H -5.76 -0.91 -2.42 0.28
H -7.19 -2.03 -4.46 0.37
H -5.56 -1.44 -4.74 0.19
H -6.37 -4.33 -4.21 0.29
H -5.18 -3.69 -5.38 0.29
O 0.14 -0.96 -3.40 -0.61
C -0.69 -0.13 -3.60 0.43
O -0.89 0.93 -2.77 -0.16
C -2.04 1.68 -3.22 -0.29
C -2.20 1.36 -4.69 -0.63
C -1.69 -0.09 -4.74 -0.07
H -2.90 1.38 -2.63 0.16
H -1.85 2.74 -3.05 0.31
H -3.21 1.48 -5.05 0.35
H -1.55 2.00 -5.29 0.29
H -2.49 -0.81 -4.53 -0.09
H -1.21 -0.32 -5.69 0.39

=====

No. 5
42
Properties=species:S:1:pos:R:3:mulliken_charge:R:1 method="wB97M-V/def2-TZVPD" charge=+1 gap_ev=3.07 e_homo_ev=-10.812
Pb 1.88 0.03 1.35 1.36
Cl 3.68 1.62 -2.94 -0.36
C 4.62 6.31 2.77 -0.89
S 2.94 6.11 3.45 0.50
O 2.59 4.72 3.57 -0.61
C 3.38 6.59 5.16 -0.92
H 5.31 6.13 3.59 0.31
H 4.58 7.39 2.62 0.33
H 4.79 5.78 1.84 0.33
H 4.07 7.44 5.10 0.33
H 3.91 5.71 5.53 0.32
H 2.56 6.83 5.84 0.31
C 5.18 -4.65 -2.76 -0.89
S 4.37 -5.64 -1.37 0.48
O 3.61 -4.57 -0.63 -0.62
C 3.11 -6.67 -2.36 -0.87
H 4.44 -4.18 -3.41 0.30
H 5.77 -5.27 -3.43 0.35
H 5.79 -3.85 -2.34 0.30
H 2.45 -5.96 -2.85 0.27
H 2.44 -7.32 -1.79 0.33
H 3.64 -7.31 -3.07 0.33
C -3.32 -1.54 -3.70 -0.84
S -2.30 -2.82 -2.93 0.48
O -1.81 -2.45 -1.56 -0.63
C -3.55 -4.19 -2.60 -0.89
H -4.20 -1.85 -4.27 0.34
H -2.75 -0.86 -4.34 0.30
H -3.79 -1.05 -2.85 0.28
H -3.55 -5.00 -3.33 0.33
H -4.46 -3.70 -2.27 0.31
H -3.09 -4.56 -1.68 0.31
C -5.04 0.61 1.87 -0.91
S -4.39 2.21 2.00 0.47
O -3.21 2.19 1.05 -0.63
C -5.83 3.16 1.29 -0.90
H -5.64 0.37 0.99 0.31
H -5.64 0.54 2.78 0.37
H -4.29 -0.09 2.23 0.33
H -5.72 4.23 1.50 0.32
H -6.79 2.81 1.65 0.34
H -5.75 2.76 0.28 0.31

=====

No. 6
11
Properties=species:S:1:pos:R:3:mulliken_charge:R:1 method="wB97M-V/def2-TZVPD" charge=+1 gap_ev=9.73 relative_energy_kcal_mol=39.9 e_homo_ev=-15.626
C -0.42 -1.98 -0.01 -0.75
C -0.95 -0.81 0.00 0.67
C 3.05 0.70 0.07 -0.01
C -1.86 1.47 -0.03 -0.09
N -1.44 0.30 0.01 0.06
N 2.25 -0.10 -0.07 -0.30
H -0.66 -2.75 0.71 0.29
H 0.31 -2.25 -0.76 0.28
H 3.80 1.45 0.17 0.32
H -2.57 1.83 0.70 0.27
H -1.51 2.15 -0.80 0.28

=====

No. 7
88
Properties=species:S:1:pos:R:3:mulliken_charge:R:1 method="wB97M-V/def2-TZVPD" charge=-2 spin_multiplicity=2 s2=0.767 gap_ev="5.75 / 5.86" relative_energy_kcal_mol=42.4 e_homo_ev="-1.958 / -2.158"
Hg 8.80 10.74 12.29 1.06
C 14.90 7.14 13.39 -1.87
C 14.09 6.38 12.33 2.34
C 13.26 5.28 13.05 -1.49
C 14.96 5.79 11.28 -2.02
C 13.03 7.31 11.69 -0.78
C 12.38 8.30 12.42 0.06
C 11.37 9.26 11.90 -0.32
N 10.80 10.10 12.66 -0.97
C 11.22 10.27 14.05 -0.90
C 12.45 10.77 14.32 0.41
C 12.86 11.01 15.65 0.00
C 12.11 10.45 16.65 -0.40
C 10.86 9.93 16.44 -0.61
C 10.28 9.96 15.14 1.18
O 9.06 9.64 14.83 -0.93
C 10.00 9.26 17.58 2.35
C 10.66 9.38 18.89 -2.26
C 8.51 9.76 17.63 -1.81
C 9.93 7.77 17.30 -1.49
C 14.07 11.80 16.12 2.01
C 15.14 10.84 16.61 -1.85
C 14.62 12.72 15.01 -1.74
C 13.68 12.71 17.28 -1.67
C 10.92 9.00 10.52 1.00
O 9.91 9.61 10.20 -0.89
C 11.60 7.89 9.81 -0.50
C 12.60 7.21 10.38 -0.04
C 11.07 7.56 8.35 2.26
C 11.89 6.47 7.69 -2.48
C 9.61 6.97 8.56 -1.71
C 10.98 8.74 7.42 -1.20
H 15.46 6.43 13.98 0.43
H 14.36 7.76 14.07 0.40
H 15.52 7.81 12.87 0.44
H 13.87 4.50 13.49 0.48
H 12.51 4.89 12.32 0.32
H 12.65 5.88 13.77 0.28
H 15.80 5.21 11.68 0.42
H 15.33 6.66 10.58 0.32
H 14.37 5.03 10.75 0.38
H 12.55 8.37 13.50 0.50
H 13.01 11.12 13.48 0.45
H 12.53 10.41 17.72 0.01
H 10.72 10.37 19.35 0.35
H 11.66 8.94 18.79 0.42
H 10.22 8.80 19.67 0.45
H 8.41 10.82 17.85 0.33
H 7.96 9.23 18.42 0.48
H 7.89 9.48 16.78 0.37
H 10.95 7.26 17.48 0.27
H 9.60 7.62 16.23 0.33
H 9.21 7.27 18.06 0.37
H 15.78 10.50 15.83 0.34
H 14.83 10.03 17.23 0.31
H 15.77 11.40 17.36 0.41
H 14.93 12.11 14.10 0.26
H 15.41 13.42 15.25 0.40
H 13.78 13.42 14.80 0.36
H 13.23 12.06 18.08 0.36
H 12.92 13.40 16.94 0.37
H 14.52 13.17 17.73 0.52
H 13.19 6.42 9.87 0.16
H 12.04 5.62 8.17 0.70
H 12.96 6.77 7.35 0.30
H 11.32 6.22 6.80 0.45
H 9.63 6.25 9.34 0.39
H 9.24 6.64 7.61 0.54
H 9.03 7.79 9.02 0.32
H 12.02 8.91 7.12 0.35
H 10.64 9.63 7.98 0.11
H 10.29 8.45 6.60 0.33
O 7.02 12.48 9.40 -0.65
S 6.98 12.89 10.84 1.23
O 5.68 13.44 11.25 -0.68
O 8.15 13.62 11.33 -0.73
O 6.98 11.46 11.71 -0.69
Br 11.41 13.40 3.77 -0.26
C 10.59 12.77 5.37 0.14
C 11.34 12.72 6.54 -0.07
C 10.69 12.53 7.69 -0.43
C 9.31 12.19 7.66 -0.39
C 8.71 12.15 6.42 -0.32
N 9.30 12.50 5.26 -0.58
H 12.43 12.85 6.61 0.33
H 11.16 12.58 8.65 0.42
H 8.80 11.92 8.54 0.72
H 7.70 11.81 6.35 0.45

=====

No. 8
48
Properties=species:S:1:pos:R:3:mulliken_charge:R:1 method="wB97M-V/def2-TZVPD" charge=-2 spin_multiplicity=2 s2=0.760 gap_ev="5.30 / 5.15" relative_energy_kcal_mol=43.4 e_homo_ev="-0.808 / -0.659"
Rh 0.25 -0.01 -0.79 0.74
O 2.21 0.98 0.55 -0.50
N 2.12 1.40 1.77 0.32
C 3.28 1.61 2.43 -0.22
C 3.34 2.10 3.71 -0.70
C 2.14 2.39 4.36 -0.13
C 0.96 2.14 3.70 -0.82
C 0.89 1.60 2.39 0.14
S -0.56 1.22 1.62 -0.31
H 4.15 1.36 1.84 0.39
H 4.31 2.25 4.19 0.36
H 2.14 2.81 5.36 0.33
H 0.01 2.34 4.18 0.36
S 2.44 0.46 -2.60 -0.32
C 1.62 1.20 -3.81 0.42
N 0.42 0.89 -4.30 -0.08
C -0.24 1.86 -5.16 -0.40
C 0.55 3.16 -5.01 -0.53
S 2.26 2.61 -4.73 -0.24
H -0.24 0.33 -3.74 -0.06
H -1.27 1.96 -4.83 0.18
H -0.23 1.50 -6.20 0.37
H 0.22 3.68 -4.12 0.26
H 0.48 3.80 -5.89 0.40
C -2.48 -2.04 1.60 -1.67
C -1.20 -2.68 2.16 2.70
C -1.21 -4.20 1.97 -1.81
C -1.03 -2.31 3.64 -1.68
C -0.07 -2.12 1.41 -0.14
N 0.74 -1.67 0.73 -0.63
H -3.34 -2.48 2.11 0.46
H -2.56 -2.19 0.52 0.35
H -2.47 -0.96 1.75 0.29
H -2.07 -4.62 2.50 0.42
H -0.30 -4.65 2.35 0.39
H -1.30 -4.44 0.91 0.37
H -1.89 -2.68 4.21 0.43
H -0.96 -1.23 3.75 0.26
H -0.12 -2.76 4.05 0.39
C 0.05 -1.60 -1.98 -1.45
H -0.66 -1.35 -2.78 0.48
H -0.37 -2.40 -1.38 0.37
H 1.01 -1.89 -2.42 0.27
O -2.19 -0.27 -0.87 -0.50
Se -2.26 0.94 -2.01 1.20
O -3.53 1.93 -1.78 -0.78
O -0.79 1.72 -1.86 -0.86
O -2.27 0.29 -3.53 -0.82